No. 1
{
  "formula": "CH4BNO2",
  "method": "the ωB97M-V functional and the def2-TZVPD basis",
  "e_above_lowest_kcal_mol": 8.43,
  "spin_multiplicity": 1,
  "gap_ha": 0.3596,
  "total_energy_ha": -270.5132,
  "elements": ["B", "C", "N", "O", "O", "H", "H", "H", "H"],
  "xyz": [[-0.77942, 0.67706, 0.78913], [0.06842, -0.34186, -0.00799], [-2.70839, -0.30900, -0.37892], [-3.76280, -0.00976, -0.80904], [-2.11578, 0.67252, 0.52498], [-0.57265, -0.78789, -0.70962], [-0.49273, 1.55314, 1.55723], [0.42255, -1.04945, 0.82002], [1.03508, 0.08167, -0.47575]],
  "atomic_forces_ev_per_a": [[0.19, 0.22, -0.72], [3.04, 0.74, 1.75], [-1.04, -0.37, -0.89], [2.19, 0.31, 1.50], [-2.46, 0.75, -0.08], [-0.16, -1.05, -0.95], [0.20, -0.37, -0.01], [-0.37, 0.42, -1.30], [-1.58, -0.65, 0.70]],
  "mulliken_charge": [0.31, -0.63, 0.29, -0.28, -0.36, 0.28, -0.07, 0.21, 0.24]
}


No. 2
{
  "formula": "CH4BNa6O3",
  "method": "the ωB97M-V functional and the def2-TZVPD basis",
  "e_above_lowest_kcal_mol": 12.35,
  "spin_multiplicity": 2,
  "gap_ha": [0.2872, 0.1719],
  "total_charge": 4,
  "total_energy_ha": -1263.3330,
  "elements": ["Na", "Na", "Na", "Na", "Na", "Na", "C", "O", "O", "O", "B", "H", "H", "H", "H"],
  "xyz": [[-16.27465, -24.28699, 13.69140], [-14.28067, -26.26606, 11.40713], [-15.15602, -23.78435, 7.09472], [-16.66029, -26.73674, 8.54601], [-16.88562, -22.03035, 11.28775], [-18.22209, -24.17738, 8.80330], [-15.38314, -24.13041, 9.93660], [-15.98467, -23.25139, 9.31801], [-14.82390, -25.02552, 9.24131], [-15.29357, -23.97670, 11.16211], [-15.11481, -26.69714, 13.84001], [-15.62076, -26.31494, 14.71303], [-15.12437, -27.76980, 13.72364], [-15.62999, -26.27614, 12.99056], [-14.14277, -26.22906, 13.82319]],
  "atomic_forces_ev_per_a": [[0.21, 0.16, 0.49], [0.93, 0.21, -0.71], [0.94, 0.55, -0.10], [0.88, -1.02, -0.28], [0.68, 0.77, -0.44], [-0.54, 1.07, -0.19], [1.48, 0.02, -0.33], [-4.49, 3.15, -3.08], [-0.05, -3.19, -0.18], [-0.06, -1.38, 4.13], [-2.84, -0.83, -0.81], [-0.96, 3.17, 3.84], [1.81, -4.45, -1.52], [-3.40, 0.88, -3.03], [5.41, 0.91, 2.21]],
  "lowdin_spin": [0.01, 0.02, 0.00, 0.00, 0.00, 0.00, 0.00, 0.00, 0.00, 0.01, 0.47, 0.14, 0.13, 0.04, 0.19]
}


No. 3
{
  "formula": "CH4BrN2O",
  "method": "the ωB97M-V functional and the def2-TZVPD basis",
  "e_above_lowest_kcal_mol": 47.15,
  "spin_multiplicity": 1,
  "gap_ha": 0.3559,
  "total_charge": 1,
  "total_energy_ha": -2798.8594,
  "elements": ["C", "N", "N", "O", "Br", "H", "H", "H", "H"],
  "xyz": [[0.50727, 0.41213, -0.51137], [-0.43945, 0.21864, -1.43695], [0.27609, -0.32051, 1.23912], [1.20644, 0.21285, 1.99164], [1.99308, 1.39334, -0.53854], [-1.13642, -0.48848, -1.39254], [-0.20635, 0.56217, -2.42082], [-0.59165, 0.24592, 1.59898], [1.83299, -0.45102, 2.15971]],
  "atomic_forces_ev_per_a": [[-3.25, -1.63, 2.16], [4.22, 1.77, -0.63], [-3.09, 1.42, -2.48], [0.13, 2.19, 0.56], [0.18, 0.24, -0.65], [-0.71, -0.60, 0.62], [-0.64, -0.52, 1.66], [1.45, -1.22, -1.55], [1.71, -1.64, 0.31]],
  "mulliken_charge": [0.41, -0.30, -0.27, -0.29, 0.16, 0.28, 0.30, 0.33, 0.38]
}


No. 4
{
  "formula": "CH4BrNS",
  "method": "the ωB97M-V functional and the def2-TZVPD basis",
  "e_above_lowest_kcal_mol": 45.64,
  "spin_multiplicity": 1,
  "gap_ha": 0.3193,
  "total_energy_ha": -3067.3676,
  "elements": ["C", "N", "S", "Br", "H", "H", "H", "H"],
  "xyz": [[-0.98179, 0.52029, 1.12998], [1.25165, -0.08428, -1.34935], [1.30272, 0.03552, 0.39245], [-2.03315, 0.25538, -0.40840], [-0.67443, 1.44390, 1.47374], [-1.30606, -0.13119, 1.83333], [0.94262, 0.78399, -1.79579], [0.80432, -0.80111, -1.88308]],
  "atomic_forces_ev_per_a": [[2.96, -0.91, -3.40], [-0.12, 1.83, 1.37], [-2.49, -0.24, -1.40], [0.10, 0.56, 0.06], [-0.11, 2.10, 0.12], [-0.48, -2.07, 2.12], [0.45, -0.14, 0.48], [-0.31, -1.13, 0.64]],
  "mulliken_charge": [-0.72, -0.48, -0.01, -0.09, 0.42, 0.36, 0.26, 0.25]
}


No. 5
{
  "formula": "CH4BrNiO",
  "method": "the ωB97M-V functional and the def2-TZVPD basis",
  "e_above_lowest_kcal_mol": 53.47,
  "spin_multiplicity": 3,
  "gap_ha": [0.2593, 0.1421],
  "total_charge": 1,
  "total_energy_ha": -4197.6585,
  "elements": ["Ni", "Br", "C", "O", "H", "H", "H", "H"],
  "xyz": [[-13.84131, -21.38647, 17.12117], [-12.63218, -20.69804, 19.11958], [-10.02372, -23.31989, 20.83734], [-10.10785, -23.03505, 19.44806], [-10.90152, -23.88353, 21.18206], [-9.15780, -23.95879, 20.98600], [-9.93617, -22.40763, 21.43104], [-10.65813, -22.25834, 19.29127]],
  "atomic_forces_ev_per_a": [[0.85, 0.44, 1.35], [-0.86, -0.44, -1.37], [-0.24, -0.09, 0.09], [-0.22, 0.04, -0.23], [0.04, 0.11, -0.07], [0.09, 0.11, -0.02], [0.10, -0.04, 0.02], [0.26, -0.12, 0.23]],
  "lowdin_spin": [1.26, 0.62, 0.01, 0.10, 0.01, 0.00, 0.00, 0.00]
}


No. 6
{
  "formula": "CH4BrO",
  "method": "the ωB97M-V functional and the def2-TZVPD basis",
  "e_above_lowest_kcal_mol": 0.00,
  "spin_multiplicity": 2,
  "gap_ha": [0.4129, 0.2238],
  "total_energy_ha": -2689.6855,
  "elements": ["Br", "H", "C", "O", "H", "H", "H"],
  "xyz": [[2.02170, -1.96862, 0.00007], [1.20683, 0.35090, 0.00012], [-0.69946, 0.27641, 0.00037], [0.51341, 1.03486, -0.00015], [-1.48322, 1.03273, -0.00050], [-0.77982, -0.36258, -0.89739], [-0.77944, -0.36368, 0.89747]],
  "atomic_forces_ev_per_a": [[0.08, -0.20, 0.00], [-0.09, 0.71, 0.00], [0.24, 0.28, 0.00], [0.14, -1.00, 0.00], [-0.23, -0.34, 0.00], [-0.07, 0.26, 0.23], [-0.07, 0.27, -0.24]],
  "lowdin_spin": [0.98, 0.00, 0.01, 0.00, 0.00, 0.00, 0.00]
}


No. 7
{
  "formula": "CH4BrP",
  "method": "the ωB97M-V functional and the def2-TZVPD basis",
  "e_above_lowest_kcal_mol": 60.73,
  "spin_multiplicity": 1,
  "gap_ha": 0.3522,
  "total_energy_ha": -2955.7720,
  "elements": ["C", "P", "Br", "H", "H", "H", "H"],
  "xyz": [[-0.72812, 0.59415, -0.40158], [-0.60781, -1.04424, -0.27869], [2.46369, 0.06130, -0.02202], [-0.06618, 1.08809, -1.02514], [-1.57309, 1.01070, 0.08855], [-1.66739, -1.49764, 0.47255], [2.17891, -0.21237, 1.16632]],
  "atomic_forces_ev_per_a": [[-1.90, -2.08, 1.21], [1.56, -0.84, -1.23], [2.35, 1.58, -6.34], [1.05, 1.23, -0.77], [-0.37, 1.12, 0.06], [-1.11, 0.45, 0.74], [-1.59, -1.46, 6.33]],
  "mulliken_charge": [-0.47, -0.08, -0.21, 0.32, 0.25, 0.00, 0.19]
}


No. 8
{
  "formula": "CH4Cl2N2OS2",
  "method": "the ωB97M-V functional and the def2-TZVPD basis",
  "e_above_lowest_kcal_mol": 63.36,
  "spin_multiplicity": 1,
  "gap_ha": 0.3500,
  "total_energy_ha": -1941.8433,
  "elements": ["C", "N", "N", "O", "S", "S", "Cl", "Cl", "H", "H", "H", "H"],
  "xyz": [[1.21197, 1.34061, 1.95583], [1.45473, 1.54339, 0.76516], [-1.33788, -1.45839, -0.46616], [-1.44723, -1.68096, -3.04621], [0.74836, -0.30080, -1.99198], [-1.31927, -0.62100, -2.16728], [-2.23321, -0.39245, 0.53820], [-2.25006, -2.93790, -0.64203], [0.40348, 0.63320, 2.08052], [0.76794, -0.15225, -0.68090], [1.79630, 1.82036, 2.93072], [2.20488, 2.20619, 0.72412]],
  "atomic_forces_ev_per_a": [[0.22, -0.02, 3.82], [0.81, 0.76, -1.58], [-0.26, -0.28, -0.37], [-0.72, -3.55, -3.78], [0.29, 0.06, -0.83], [0.71, 2.82, 3.80], [-0.18, 0.48, 0.43], [0.24, 0.22, 0.02], [-0.21, -0.16, 1.07], [-0.07, 0.27, 0.60], [-1.56, -1.18, -2.49], [0.73, 0.58, -0.67]],
  "mulliken_charge": [-0.20, -0.36, -0.22, -0.43, -0.20, 0.64, -0.03, -0.03, 0.20, 0.23, 0.19, 0.20]
}


No. 9
{
  "formula": "CH4Cl2N2OS2",
  "method": "the ωB97M-V functional and the def2-TZVPD basis",
  "e_above_lowest_kcal_mol": 53.46,
  "spin_multiplicity": 1,
  "gap_ha": 0.3496,
  "total_energy_ha": -1941.8591,
  "elements": ["C", "N", "N", "O", "S", "S", "Cl", "Cl", "H", "H", "H", "H"],
  "xyz": [[0.32563, 0.84063, -0.38117], [-1.74271, -0.95491, 1.66769], [-0.05646, 1.15069, 0.97672], [-1.21542, 0.81155, 3.25037], [0.87901, -1.00831, 2.67348], [-0.59263, 0.04543, 2.22785], [-3.20925, -0.31517, 1.02052], [-0.96892, 2.60362, 0.92358], [-0.47502, 0.97835, -1.19487], [1.16342, 1.43001, -0.78503], [0.64381, -0.09333, -0.31079], [-1.55668, -1.85690, 1.11124]],
  "atomic_forces_ev_per_a": [[-1.59, 2.78, -1.64], [-1.15, -2.79, -2.02], [-0.88, 1.15, 0.78], [-0.23, 0.79, -0.34], [0.57, -0.63, -0.30], [0.96, 0.72, -0.57], [0.25, 0.26, 0.23], [-0.26, 0.36, 0.43], [0.62, -0.49, 1.56], [-0.14, 0.20, 0.86], [1.44, -4.48, -0.37], [0.41, 2.14, 1.39]],
  "mulliken_charge": [-0.82, -0.30, -0.05, -0.55, -0.29, 0.82, -0.03, -0.07, 0.26, 0.31, 0.39, 0.34]
}


No. 10
{
  "formula": "CH4Cl2NPS",
  "method": "the ωB97M-V functional and the def2-TZVPD basis",
  "e_above_lowest_kcal_mol": 11.19,
  "spin_multiplicity": 1,
  "gap_ha": 0.3324,
  "total_energy_ha": -1755.2205,
  "elements": ["C", "N", "P", "S", "Cl", "Cl", "H", "H", "H", "H"],
  "xyz": [[-0.16036, -0.00603, -0.48837], [0.05335, -0.81404, 0.73958], [0.83919, -2.31665, 0.55515], [0.72076, -3.12420, -1.18176], [3.13081, -1.63246, 1.25335], [0.43384, -3.41954, 2.08574], [0.39342, 0.92067, -0.27542], [0.05191, -0.53199, -1.39884], [-1.12723, 0.21966, -0.62733], [0.46241, -0.18805, 1.41355]],
  "atomic_forces_ev_per_a": [[2.88, -0.14, 1.18], [0.45, -1.52, -0.81], [1.71, 2.61, -1.23], [0.15, 0.26, 0.95], [-2.35, -0.73, -0.71], [-0.26, -0.51, 1.09], [-0.01, -0.28, -1.00], [1.06, -0.14, -0.28], [-3.81, 0.92, 0.17], [0.18, -0.48, 0.64]],
  "mulliken_charge": [-0.71, -0.31, 0.70, -0.32, -0.37, -0.10, 0.24, 0.26, 0.31, 0.31]
}